Formula: C29H24BrGeN4O2ReS
Source: the OMol25 dataset
Level of theory: ωB97M-V/def2-TZVPD

Atoms and positions in Å:
Re: -0.54087 0.44374 1.08996
Br: -1.06628 -1.84495 1.33703
Ge: -3.28673 0.83647 -1.36564
S: 0.47090 1.35838 3.31341
O: -1.02505 1.24828 2.89227
O: 1.08222 0.10778 3.63865
N: 1.27152 5.57843 7.16646
N: 1.34806 0.22685 0.23586
N: 0.93364 1.78974 1.74870
N: 3.23638 1.14316 1.33500
C: 1.06797 4.59973 6.28173
C: -3.12060 4.72181 -2.88617
C: -3.01445 -0.35553 -2.84565
C: -4.23993 0.74667 1.36820
C: -3.88510 -1.31673 -4.87875
C: 1.87507 2.62994 5.14112
C: -4.57488 -1.28323 0.11046
C: 2.07599 3.62985 6.04424
C: -3.66540 2.67376 -1.73845
C: -2.76410 -2.12720 -4.97631
C: -2.85232 3.38967 -2.61942
C: -1.76893 -2.06279 -4.00979
C: 3.46589 -0.52941 -0.37701
C: 2.09833 -0.58987 -0.51993
C: -4.20760 5.34285 -2.28285
C: -5.02495 4.63613 -1.41310
C: -5.04491 -1.22869 2.47122
C: -4.18539 0.05197 0.15413
C: -5.00681 -1.92157 1.26709
C: -4.75610 3.30290 -1.13829
C: -4.00906 -0.42679 -3.82154
C: 1.95724 1.05308 1.11112
C: 3.99381 0.34314 0.57546
C: -1.52501 0.75438 -0.28983
C: -0.36132 3.52926 4.65410
C: -1.89655 -1.18120 -2.94772
C: -0.15369 4.52082 5.56608
C: -4.67440 0.11040 2.51984
C: 0.64882 2.57015 4.44407
H: -1.29585 3.47503 4.11331
H: -4.88161 0.21513 -3.76839
H: -2.66040 -2.80542 -5.81254
H: 2.64204 1.88583 4.97178
H: 1.59206 -1.25330 -1.20726
H: -4.53947 -1.83218 -0.82379
H: 3.00615 3.68227 6.59382
H: -0.92659 5.25464 5.75124
H: -4.73146 0.65448 3.45354
H: -5.37574 -1.73004 3.37104
H: -5.87538 5.12154 -0.95339
H: -5.31602 -2.95774 1.22930
H: 4.10876 -1.15837 -0.97428
H: -5.41073 2.75277 -0.47178
H: 2.12213 5.63064 7.70027
H: 5.06252 0.39930 0.74163
H: -4.66211 -1.37300 -5.62910
H: 0.55692 6.25631 7.36908
H: -3.95458 1.79389 1.41204
H: -2.49049 5.27581 -3.56884
H: -0.89842 -2.70022 -4.08986
H: -2.01571 2.90603 -3.11244
H: -4.42491 6.37954 -2.50314
H: -1.11902 -1.14494 -2.19008

## Properties
total charge: +2
lowest unoccupied orbital energy: -0.3191 hartree
gap between HOMO and LUMO: 5.2 eV
ΔE to the lowest compared entry with this formula, charge and spin: 44.2 kJ/mol

In the Mulliken picture, each atom carries the following charge in e: 0.863 -0.186 1.545 1.678 -0.527 -0.547 -0.424 -0.044 -0.480 -0.518 1.116 -0.707 0.293 -0.289 -0.716 -0.632 -0.346 -0.823 0.554 -0.505 -0.464 -0.601 -0.733 0.099 -0.448 -0.689 -0.531 0.258 -0.719 -0.404 -0.687 0.362 -0.169 -0.164 -0.349 0.119 -0.872 -0.718 0.096 0.451 0.421 0.404 0.447 0.468 0.399 0.329 0.326 0.452 0.422 0.413 0.448 0.415 0.391 0.217 0.447 0.417 0.215 0.556 0.412 0.408 0.412 0.410 0.029

Formula: C68H150N8O4
Source: the OMol25 dataset
Level of theory: ωB97M-V/def2-TZVPD

Atoms and positions in Å:
O: -0.06485 0.30971 -1.60461
O: -2.44291 3.96442 2.16005
O: 1.14226 -1.62013 -1.58341
O: -1.64542 3.76374 4.20912
N: 6.38450 2.56376 -2.38562
N: 5.58935 -7.43346 6.20389
N: -2.85115 4.73014 -6.09756
N: -0.75878 6.59933 1.04747
N: 0.29729 2.75146 7.72132
N: 4.32832 -5.76741 -4.25776
N: -5.26837 1.27863 2.65753
N: -6.35327 -6.50988 -4.24976
C: -5.40193 -4.94946 -2.67824
C: 5.57625 1.96797 -1.29761
C: 2.16875 -4.97584 -5.41783
C: -8.77237 -6.54145 -5.16886
C: 1.54841 2.29615 7.09677
C: 5.87331 -5.81835 -4.33176
C: -6.10838 6.42010 -4.80970
C: 3.44666 4.40867 -4.13792
C: 5.64353 -8.64984 5.29344
C: -4.63414 -4.80426 -3.99863
C: 4.74324 -5.59495 4.59326
C: 0.45525 -0.73636 -2.08610
C: -7.25359 -6.29861 -5.41957
C: -6.72760 -5.49549 -3.17399
C: 1.22527 5.32384 1.51170
C: 3.94924 -7.17378 -3.97650
C: 7.06695 -9.18029 7.18235
C: -1.60031 2.62084 -6.12923
C: -2.20186 4.51870 -4.72583
C: 4.09580 -4.84540 -3.14950
C: 6.25911 -5.94464 -2.85618
C: 0.41224 5.17919 6.75371
C: 1.46509 -4.81072 -6.81968
C: -3.06755 7.73288 0.75905
C: 5.58460 3.62535 -3.09988
C: 0.80508 0.64393 8.77326
C: 0.18800 4.26628 7.94141
C: 0.87803 6.11432 2.77247
C: -2.17573 6.47381 0.59795
C: -1.09562 2.01399 2.71942
C: -0.85106 2.32978 6.87897
C: -5.61631 2.27490 3.86004
C: 6.99347 1.53340 -3.30397
C: -4.33167 0.31274 3.17787
C: -0.16825 7.85313 0.45410
C: -4.28903 5.11129 -5.95634
C: 5.87965 -6.13820 5.39447
C: -6.44296 0.50133 2.19757
C: -1.04463 3.49581 -5.03237
C: 4.25423 3.18144 -3.75091
C: -6.44575 -7.89655 -3.82611
C: 4.31983 -7.50135 6.97742
C: -2.06694 5.81665 -6.84435
C: -9.56733 -5.88075 -6.28958
C: 7.75176 3.15770 -1.81363
C: -4.80349 2.19426 1.63355
C: 5.09811 -4.20931 3.93646
C: -4.84267 -6.11519 -4.65012
C: 8.11881 0.89444 -2.45649
C: 6.85348 -7.68622 7.07055
C: 6.04845 -9.83757 6.25051
C: 8.57694 1.97948 -1.42455
C: 0.25286 2.03730 9.01702
C: -5.82836 3.35387 1.63148
C: 1.58558 0.82484 7.47113
C: 0.02582 5.38111 0.57614
C: -4.57009 7.40532 0.58309
C: 5.21912 -5.13033 -2.10607
C: -2.71799 3.42794 -6.85659
C: 0.40356 6.61070 7.25102
C: 3.63451 -5.39207 -5.59047
C: -4.58474 6.37955 -5.12467
C: 0.15895 -0.84322 -3.64395
C: -6.41329 3.38599 3.13169
C: -2.47204 -1.35758 2.86054
C: -3.61129 -0.54105 2.11571
C: -1.81983 3.31902 3.06549
C: -0.56848 6.63441 2.55454
H: 1.24131 -5.80260 -7.17767
H: -4.72731 4.23242 -5.41391
H: -0.00415 2.21430 2.82345
H: -10.51682 -6.32960 -6.47280
H: 0.25829 5.60535 -0.47893
H: 4.78485 -5.63397 -1.24466
H: 6.05303 -4.23549 3.42003
H: -3.62552 2.82031 -6.90757
H: 4.18147 -4.49683 -6.01144
H: 2.62861 0.50321 7.53029
H: -0.74087 2.35569 -6.75581
H: -2.98860 4.01016 -4.11907
H: -3.63174 0.88568 3.76451
H: -5.21803 8.28589 0.74392
H: -0.16251 4.05898 -5.32360
H: -0.87678 2.87539 -4.16292
H: 5.02963 2.70519 -0.74417
H: -4.34622 -1.23832 1.60248
H: 6.42181 -8.35907 4.58848
H: 7.50409 3.78445 -0.96684
H: -3.77259 2.55613 1.87839
H: 7.68851 -7.18969 6.55596
H: -6.37537 4.31864 3.68906
H: -0.77607 8.70340 0.77402
H: 4.31925 -8.40329 7.62958
H: 4.82366 1.27877 -1.66541
H: -5.33861 4.27089 1.32478
H: 3.10031 -4.99984 -2.76751
H: 8.04329 -9.44533 6.79061
H: -2.36302 3.65064 -7.85661
H: -4.19259 -6.80559 -4.14469
H: 0.56099 -4.24622 -6.79549
H: 0.81760 5.50553 3.68957
H: -5.01678 -3.99822 -4.60890
H: -6.45725 7.38967 -4.47081
H: -6.68137 6.20391 -5.71098
H: 6.80399 -6.32706 4.88772
H: -0.73965 2.07548 9.40399
H: 4.84286 -7.74594 -4.34109
H: 2.35862 2.92332 7.49721
H: 0.95181 4.53958 8.65004
H: -2.04201 1.72277 -5.74142
H: 7.37750 2.18694 -4.14044
H: 4.49750 -6.34497 3.82390
H: -0.74018 1.28054 6.60632
H: 3.87565 -6.18487 -6.25315
H: 4.16781 -3.85973 -3.58113
H: -0.50099 6.85570 7.79188
H: 1.65840 -5.70816 -4.79072
H: 6.27621 0.83838 -3.70134
H: -0.10197 7.78928 -0.64401
H: -4.39713 7.21422 -5.82897
H: -1.40874 1.33976 3.52994
H: 6.23601 1.40961 -0.64433
H: -2.59160 5.91084 -7.78642
H: -7.11219 1.07058 1.58331
H: 4.27276 -3.75911 3.40175
H: -4.70484 -6.10895 -5.70310
H: -5.63675 -3.97859 -2.17310
H: 6.12816 -4.87683 -4.79137
H: -4.83853 -0.38401 3.87979
H: -1.06111 5.46611 -7.07655
H: 0.84791 8.06097 0.84988
H: -0.65484 7.65782 2.90061
H: -6.30597 5.62245 -4.06032
H: 1.09433 -1.31120 -4.03462
H: 1.55974 2.54656 6.04630
H: -1.70980 2.44094 7.50689
H: -6.94774 0.13329 3.08906
H: 0.95489 2.55954 9.66945
H: 0.00072 -0.08819 8.61711
H: -1.35615 5.95507 2.94457
H: -7.49868 -8.07931 -3.46162
H: 1.45658 0.38943 9.61754
H: -4.87754 6.90185 -0.33711
H: -0.62023 4.51976 0.70851
H: 3.91214 -5.38887 5.24331
H: -6.20596 1.74333 4.63230
H: -0.65331 -1.58683 -3.75679
H: 8.88715 0.54452 -3.11531
H: -2.09187 6.75433 -6.35578
H: -7.46764 3.14180 3.08288
H: 7.26323 -5.57806 -2.70621
H: 1.40228 4.29232 1.78557
H: -2.74185 8.49778 0.05919
H: -2.02483 -2.12075 2.21681
H: -0.75921 4.37823 8.48071
H: -1.83790 5.43503 -4.32734
H: 3.45100 -7.52971 6.35032
H: 6.24078 -6.99791 -2.54821
H: -6.88584 -6.95986 -6.19825
H: 6.57766 -7.17743 7.98490
H: 5.50120 4.45283 -2.36977
H: -8.96848 -7.58859 -5.17872
H: 3.45049 5.14541 -3.30991
H: -3.93733 6.38161 -4.24615
H: 1.13900 0.26188 6.63781
H: -6.12348 -0.37159 1.70608
H: -8.96120 -6.10616 -7.18485
H: 8.15463 1.64391 -0.44759
H: -0.90957 3.00452 6.03108
H: 5.18926 -10.27046 6.76324
H: -4.66188 5.19883 -6.99394
H: 4.26396 -6.59908 7.56280
H: -2.05999 6.18352 -0.45976
H: -7.32588 -5.95823 -2.37379
H: 8.20560 3.68977 -2.72022
H: -6.18159 -8.53459 -4.66987
H: 3.92136 4.96863 -4.97100
H: 2.17211 -4.05919 -4.79130
H: -4.59105 2.41600 4.24943
H: -1.72888 -0.77520 3.35522
H: -5.80882 -8.09333 -2.94983
H: -9.10009 -6.10412 -4.17845
H: 7.71891 0.04780 -1.88439
H: 5.38598 -3.56907 4.80883
H: -7.32087 -4.75677 -3.66436
H: 5.59828 -4.16747 -1.83415
H: 6.05815 -5.43324 6.24037
H: -2.81981 8.13844 1.75641
H: 2.39763 4.17723 -4.39235
H: -7.06589 -5.27508 -5.73824
H: 3.06978 -7.50017 -4.51086
H: -6.58675 3.20303 0.87517
H: 3.69520 2.49567 -3.14068
H: -0.10228 0.13829 -4.02309
H: -1.27705 1.63294 1.71423
H: -3.01985 -1.97513 3.54458
H: -3.62987 -4.63067 -3.69012
H: 4.70248 -8.69021 4.74705
H: 2.11671 5.71915 1.04605
H: -3.24738 0.16424 1.38817
H: 6.50446 -10.60518 5.66244
H: 3.84675 -7.29472 -2.90194
H: -9.78649 -4.82195 -6.24814
H: 6.32658 4.03832 -3.81707
H: -2.53914 5.58316 1.13149
H: 1.57288 6.90089 3.06424
H: -4.83276 6.73592 1.42412
H: 1.31449 4.81495 6.22550
H: 1.21543 6.76170 7.95672
H: 0.55455 7.36742 6.49397
H: 6.19471 -6.61015 -4.97482
H: -4.70106 1.61443 0.72452
H: 2.11954 -4.29658 -7.52710
H: 9.69854 2.16411 -1.23325
H: 6.97401 -9.58917 8.16062
H: -4.93690 -5.57988 -1.93217
H: 4.49995 2.62962 -4.62329
H: -0.38507 5.16546 6.00502

## Properties
total charge: +6
lowest unoccupied orbital energy: -0.3192 hartree
gap between HOMO and LUMO: 6.9 eV

Results of the Mulliken charge analysis, in e, for atoms 1 through 99: -0.695 -1.178 -0.720 -0.799 0.080 0.000 0.465 0.198 0.297 0.136 0.041 0.388 -0.707 -1.206 -0.008 -0.114 -0.616 -0.861 -1.383 -1.025 -0.594 -0.519 -0.204 0.509 -1.239 -0.714 -0.857 -0.786 -0.491 -0.410 -0.816 -0.841 -0.531 0.555 -1.355 -0.587 -0.932 -0.528 -1.129 0.286 0.199 -0.797 -0.915 -0.421 -0.607 -0.426 -0.981 -0.963 -0.832 -0.942 -0.654 -0.202 -0.997 -0.958 -1.133 -1.429 -0.328 0.290 -1.339 -0.488 -0.572 -0.466 -0.734 -0.741 -0.650 -0.372 -0.787 -0.293 -1.187 -0.605 -0.670 -1.596 -0.989 -0.123 -0.075 -0.689 -1.402 -0.182 1.010 -0.418 0.382 0.400 0.413 0.398 0.546 0.367 0.367 0.343 0.393 0.452 0.315 0.359 -0.057 0.427 0.223 0.531 0.384 0.302 0.403

Formula: C4H8N2O
Source: the OMol25 dataset
Level of theory: ωB97M-V/def2-TZVPD

Atoms and positions in Å:
O: -2.01275 -0.89459 1.44430
N: -0.84094 0.51959 -0.01866
N: -1.04081 -1.78631 1.39252
C: 0.11558 -1.59810 0.77250
C: 1.22114 0.34029 -0.63480
C: 0.05570 1.32572 -0.89864
C: 0.30068 -0.26683 0.27628
H: 0.82275 -2.41991 0.17679
H: 1.61886 -0.25205 -1.67379
H: -1.17621 -0.14014 -0.62299
H: -1.94607 0.03881 1.29448
H: 2.05091 0.77078 -0.07945
H: -0.37808 1.52055 -1.96928
H: 0.69957 0.48150 1.09853
H: 0.50967 2.36069 -0.55780

## Properties
lowest unoccupied orbital energy: 0.0228 hartree
gap between HOMO and LUMO: 9.7 eV
ΔE to the lowest compared entry with this formula, charge and spin: 774.1 kJ/mol

In the Mulliken picture, each atom carries the following charge in e: -0.338 -0.672 -0.345 -0.136 -0.395 -0.486 0.283 0.244 0.232 0.264 0.464 0.285 0.271 0.114 0.216

- Among the records above, which one has the lowest lowest unoccupied orbital energy?
  C68H150N8O4

- The highest lowest unoccupied orbital energy belongs to which entry?
  C4H8N2O